Entry 1:
The following is a quantum chemistry calculation of a cluster of 3 separate species, H6O3 in total, from the Open Molecules 2025 dataset.

```
9
H6O3 | the Open Molecules 2025 dataset | ωB97M-V/def2-TZVPD
O -25.436 -24.941 -15.339
H -26.091 -24.476 -15.737
H -25.477 -25.932 -15.640
O -29.227 -25.711 -10.864
H -28.815 -25.454 -11.724
H -30.023 -25.769 -11.061
O -27.824 -25.126 -13.291
H -26.943 -25.273 -13.703
H -28.391 -24.676 -13.890
```

Computed properties:
Total charge: 0
HOMO-LUMO gap in eV: 11.16
Calculated total energy in eV: -6238.8355
LUMO level in eV: 0.3



Entry 2:
The following is a quantum chemistry calculation of a structure of composition C21H29FN7O5RhS, from the Open Molecules 2025 dataset.

```
65
C21H29FN7O5RhS | the Open Molecules 2025 dataset | ωB97M-V/def2-TZVPD
Rh 1.781 -0.349 -2.980
C -1.854 3.758 2.531
C -2.651 3.159 1.384
N -1.894 2.113 0.664
C -1.143 2.482 -0.377
C -0.364 1.639 -1.125
C 0.429 2.297 -2.218
O 0.147 3.403 -2.599
O 1.483 1.622 -2.636
C -0.372 0.257 -0.831
O 0.179 -0.641 -1.536
C -1.124 -0.142 0.351
C -1.113 -1.478 0.768
C -1.811 -1.856 1.874
F -1.822 -3.156 2.225
C -2.542 -0.938 2.648
C -2.556 0.378 2.236
C -1.871 0.791 1.085
N -3.250 -1.299 3.822
C -2.836 -2.461 4.593
C -3.315 -2.310 6.025
N -4.817 -2.161 6.027
C -5.241 -0.982 5.188
C -4.700 -1.169 3.784
H -2.449 4.517 3.039
H -0.946 4.234 2.160
H -1.567 2.998 3.259
H -2.909 3.916 0.647
H -3.588 2.726 1.725
H -1.177 3.529 -0.656
H -0.563 -2.213 0.197
H -3.080 1.096 2.850
H -1.751 -2.531 4.615
H -3.218 -3.402 4.174
H -2.909 -1.412 6.486
H -3.062 -3.180 6.628
H -5.168 -2.068 6.981
H -5.234 -3.011 5.639
H -4.814 -0.098 5.657
H -6.327 -0.921 5.206
H -4.991 -0.310 3.185
H -5.166 -2.057 3.327
N 1.494 -2.657 -3.368
N 2.584 -2.981 -4.188
C 3.149 -1.978 -4.966
O 4.059 -2.217 -5.718
O 2.609 -0.785 -4.768
H 1.560 -3.159 -2.488
H 0.600 -2.863 -3.811
H 2.710 -3.936 -4.488
S 3.826 -0.533 -1.779
C 4.692 0.331 -3.048
N 5.672 -0.281 -3.679
C 6.303 0.281 -4.884
C 6.333 1.791 -4.746
C 4.924 2.298 -4.498
N 4.336 1.560 -3.368
H 5.857 -1.240 -3.427
H 5.716 -0.034 -5.747
H 7.300 -0.142 -4.970
H 6.737 2.243 -5.650
H 6.978 2.073 -3.912
H 4.291 2.152 -5.375
H 4.918 3.355 -4.241
H 3.528 1.954 -2.900
```

Computed properties:
Total charge: +2
HOMO-LUMO gap (alpha / beta) in eV: 8.11 / 6.86
Calculated total energy in eV: -59463.1565
LUMO level (alpha / beta) in eV: -5.1 / -6.7
Spin multiplicity: 5